The following is a DFT calculation (ωB97M-V with the def2-TZVPD basis set) of a 6-piece molecular cluster, C34H62O18 overall.

Results
Multiplicity: 1
Gap between HOMO and LUMO: 0.3786 hartree
LUMO: 0.147 eV
SMILES: C#C[C@@H]1OC(=O)O[C@H]1CCCCCCCCC.CCOC(=O)OC.CCOC(=O)OC.CCOC(=O)OC.CCOC(=O)OC.CCOC(=O)OC
Calculated total energy: -73108.02908 eV

Last column: Löwdin charge in e.
Positions of all 114 atoms, in Å:
C -3.92895 1.69053 -0.05107  0.090
C -3.72655 0.79748 1.04178  -0.006
C -3.43229 -0.13516 2.39611  -0.177
O -1.93549 -0.10139 2.41069  -0.054
C -1.63464 -1.11365 1.35000  -0.230
O -0.51838 -1.12718 0.58929  0.001
O -2.70324 -2.13796 1.16466  -0.020
C -3.64855 -1.75745 2.25657  -0.210
C -3.58664 -2.71502 3.58673  -0.127
C -2.73720 -2.09805 4.84698  -0.197
C -2.39005 -3.23109 6.02666  -0.197
C -0.78303 -3.24709 6.36154  -0.217
C 0.04455 -4.52008 5.75032  -0.205
C 1.01670 -4.18514 4.47669  -0.220
C 1.92356 -2.82713 4.62406  -0.213
C 1.40688 -1.80219 3.41214  -0.263
C 1.84446 -0.24033 3.64007  -0.129
H -3.63978 2.44731 -0.92427  0.077
H -4.00690 0.39146 3.27467  0.174
H -4.69531 -2.01254 1.76423  0.172
H -3.08955 -3.75143 3.31622  0.136
H -4.67682 -2.95942 4.00115  0.135
H -3.30135 -1.16269 5.32730  0.125
H -1.70245 -1.73818 4.42969  0.085
H -2.85657 -4.27824 5.78716  0.108
H -2.92883 -2.81828 7.00754  0.112
H -0.69715 -3.33541 7.54898  0.116
H -0.35914 -2.19157 6.08950  0.100
H 0.61605 -5.05792 6.63173  0.113
H -0.75956 -5.31383 5.36724  0.112
H 0.47131 -4.15461 3.43401  0.109
H 1.78911 -5.09189 4.40148  0.113
H 1.80405 -2.29634 5.68520  0.110
H 3.07429 -2.97817 4.46714  0.108
H 1.85557 -2.20839 2.40919  0.111
H 0.21854 -1.86244 3.31696  0.078
H 0.85681 0.41120 3.48233  0.070
H 2.35956 -0.00858 4.66630  0.079
H 2.54118 0.05279 2.71608  0.078
C -4.75757 7.74168 2.88117  -0.071
C -3.34280 7.91503 3.40819  -0.218
O -2.84972 6.69445 3.97467  0.022
C -2.47795 5.74102 3.08427  -0.547
O -2.52356 5.83797 1.86617  0.105
O -2.07353 4.64876 3.77779  -0.005
C -1.75240 3.53010 2.95399  -0.048
H -5.41419 7.34839 3.66399  0.081
H -5.15761 8.69563 2.52605  0.080
H -4.79057 7.02809 2.05268  0.073
H -3.34726 8.65726 4.21249  0.122
H -2.66262 8.28405 2.63240  0.125
H -1.01362 3.79617 2.19095  0.101
H -2.66223 3.13637 2.49031  0.077
H -1.32348 2.75117 3.59051  0.090
C 5.85346 -2.33933 0.68376  -0.066
C 5.98230 -0.82662 0.75076  -0.217
O 6.33773 -0.39671 2.07087  0.019
C 7.63216 -0.59441 2.42505  -0.549
O 8.50113 -1.09330 1.72416  0.104
O 7.79106 -0.16983 3.70257  -0.008
C 9.09031 -0.41891 4.23461  -0.053
H 5.15299 -2.69979 1.44405  0.076
H 5.50207 -2.65425 -0.30290  0.082
H 6.81133 -2.83078 0.87784  0.074
H 5.01320 -0.37282 0.52111  0.119
H 6.69906 -0.44688 0.01406  0.125
H 9.87133 -0.00131 3.59083  0.097
H 9.23631 -1.49498 4.37097  0.099
H 9.15582 0.06584 5.21266  0.094
C -1.05597 -2.92810 -1.45489  -0.070
C -0.77541 -2.21828 -2.76897  -0.204
O 0.29411 -2.85340 -3.48073  0.025
C -0.02059 -4.02073 -4.09586  -0.551
O -1.11811 -4.55989 -4.09659  0.102
O 1.09989 -4.50332 -4.68678  -0.009
C 0.92855 -5.78658 -5.28432  -0.055
H -0.14244 -3.00475 -0.85639  0.082
H -1.81529 -2.39090 -0.87955  0.054
H -1.41216 -3.94908 -1.62051  0.081
H -0.45213 -1.19335 -2.56199  0.118
H -1.67218 -2.15345 -3.39527  0.115
H 0.09068 -5.78929 -5.98914  0.096
H 0.78167 -6.54237 -4.50648  0.099
H 1.84145 -6.02975 -5.83507  0.093
C 2.46537 4.44264 -5.22556  -0.069
C 1.09252 3.79531 -5.30049  -0.219
O 1.03970 2.60343 -4.50647  0.014
C 0.95611 2.79321 -3.16592  -0.549
O 0.91801 3.87321 -2.59372  0.106
O 0.95139 1.57774 -2.56578  -0.012
C 0.97135 1.63892 -1.14134  -0.044
H 3.24501 3.72374 -5.49751  0.083
H 2.52416 5.30370 -5.89734  0.080
H 2.69073 4.78500 -4.21130  0.074
H 0.89245 3.49541 -6.33387  0.121
H 0.29863 4.49122 -5.00706  0.126
H 0.15546 2.26017 -0.75770  0.097
H 1.93939 2.01770 -0.79892  0.100
H 0.84084 0.62400 -0.75563  0.074
C -1.99924 -0.94895 -6.64797  -0.054
C -1.17894 0.31382 -6.85262  -0.213
O -1.41994 0.88206 -8.14601  0.022
C -2.59839 1.53835 -8.28959  -0.549
O -3.44952 1.68536 -7.42401  0.104
O -2.68420 1.97943 -9.56851  -0.008
C -3.92932 2.60001 -9.88115  -0.054
H -1.81696 -1.66170 -7.45876  0.086
H -1.74932 -1.42218 -5.69416  0.064
H -3.07175 -0.73350 -6.65143  0.077
H -0.11471 0.06166 -6.81183  0.127
H -1.36603 1.05198 -6.06473  0.122
H -4.15883 3.40859 -9.17949  0.096
H -4.72781 1.85152 -9.88283  0.099
H -3.85358 3.02741 -10.88486  0.094

The following is a DFT calculation (ωB97M-V with the def2-TZVPD basis set) of C34H63BBeN6NaO15P2S2 as an isolated structure.

Results
Charge: -1
Multiplicity: 1
Gap between HOMO and LUMO: 0.0459 hartree
LUMO: -0.718 eV
Calculated total energy: -121667.64104 eV

Last column: Löwdin charge in e.
Positions of all 125 atoms, in Å:
C -9.25837 -2.56528 0.92748  -0.096
C -9.54599 -1.17265 0.34932  -0.229
N -8.38806 -0.27438 0.23174  -0.243
C -7.97126 0.28388 1.52181  -0.269
C -8.63198 1.66701 1.66615  -0.080
C -7.33911 -0.82177 -0.52065  -1.083
S -6.08004 -1.70518 0.07052  0.699
S -7.51071 -0.41770 -2.19981  1.023
C -6.28400 -1.39011 -3.08380  -0.465
C -5.70949 -0.53866 -4.22398  -0.232
C -4.36119 0.08022 -3.95478  -0.099
N -3.46286 -0.87019 -3.34127  0.035
C -3.19991 -2.10587 -3.74079  -0.098
B -3.90370 -2.81460 -5.01972  -0.630
O -3.63467 -2.34165 -6.26371  0.158
O -4.78949 -3.82743 -4.87741  0.089
C -4.79605 -4.53797 -3.64060  -0.060
N -2.27776 -2.70667 -2.99316  0.239
C -1.97279 -1.78782 -2.04023  -0.305
N -1.06755 -2.00454 -1.09483  0.104
C -0.26995 -3.21158 -0.94690  -0.146
C -0.82918 -4.21481 0.06804  -0.114
C -1.42023 -3.52264 1.28375  -0.238
C -0.65859 -3.36317 2.43066  -0.039
C -1.19427 -2.68859 3.52521  -0.089
C -2.48483 -2.19270 3.44190  -0.107
C -3.26076 -2.37889 2.30837  -0.097
C -2.73329 -3.05005 1.21358  -0.055
N -2.69481 -0.67998 -2.22388  0.040
C -2.59116 0.49719 -1.38753  -0.084
C -1.43819 1.40733 -1.89196  -0.200
C -0.25935 1.57349 -0.82276  -0.165
C -0.70320 2.16685 0.60923  -0.279
N 0.50908 2.56506 1.33135  0.015
H -9.05764 -3.24655 0.10111  0.072
H -8.38084 -2.57818 1.57034  0.045
H -10.10135 -2.96238 1.48917  0.071
H -10.09166 -1.26685 -0.58652  0.114
H -10.23499 -0.67579 1.03515  0.109
H -8.25197 -0.33147 2.37858  0.114
H -6.90368 0.47037 1.52843  0.086
H -9.68427 1.64764 1.39522  0.068
H -8.13364 2.32991 0.95737  0.071
H -8.43896 2.08188 2.65500  0.069
H -6.81208 -2.22432 -3.54422  0.084
H -5.50945 -1.78980 -2.43799  0.006
H -5.67972 -1.14425 -5.12989  0.071
H -6.42337 0.25875 -4.42240  0.107
H -3.93888 0.34916 -4.92508  0.144
H -4.42668 1.02239 -3.41411  0.078
H -4.51236 -2.14310 -6.69957  0.060
H -5.05363 -3.91779 -2.78027  0.073
H -3.82154 -4.98938 -3.45468  0.089
H -5.51645 -5.34950 -3.68999  0.097
H -0.92082 -1.27656 -0.41995  0.122
H 0.71865 -2.92564 -0.59301  0.105
H -0.10901 -3.68100 -1.91181  0.118
H 0.02275 -4.80791 0.39505  0.110
H -1.60050 -4.85942 -0.35171  0.117
H 0.35707 -3.73171 2.48159  0.115
H -0.59960 -2.56879 4.41942  0.097
H -2.90022 -1.66817 4.29340  0.097
H -4.27811 -2.01421 2.26447  0.054
H -3.29759 -3.20685 0.30423  0.094
H -3.53305 1.04067 -1.36264  0.125
H -2.35318 0.16010 -0.38146  0.116
H -1.85896 2.40457 -2.19841  -0.104
H -0.99985 0.93044 -2.76458  0.132
H 0.50015 2.29375 -1.25236  0.115
H 0.25499 0.62436 -0.72612  0.111
H -1.17286 1.36479 1.17016  0.119
H -1.35791 3.09002 0.54484  0.084
H 0.28316 2.72763 2.30505  0.073
H 0.87568 3.42586 0.94128  0.065
C 3.47026 2.17979 4.56928  -0.114
C 4.58252 3.20314 4.51766  -0.113
O 3.98774 4.26980 3.77084  0.066
C 2.64560 4.16843 3.89827  -0.581
O 1.86643 4.98797 3.53398  0.154
O 2.29917 3.00054 4.49443  0.049
H 3.47432 1.59204 5.48329  0.132
H 3.48222 1.50353 3.71296  0.135
H 4.85347 3.57418 5.50760  0.133
H 5.47670 2.83144 4.02420  0.135
O 11.32713 4.92085 3.18037  -0.224
P 10.57974 3.66447 2.92111  0.542
O 9.14637 4.17202 2.30913  -0.206
C 9.12577 5.01445 1.16194  -0.287
C 9.41762 4.24439 -0.11322  -0.077
O 10.10751 3.22096 4.41293  -0.207
C 10.66756 3.81864 5.58103  -0.291
C 9.81939 4.98028 6.05694  -0.075
O 10.39422 2.11431 2.41662  -0.177
C 11.27675 1.52345 1.44787  -0.272
C 12.71730 1.96355 1.60244  -0.087
H 9.83169 5.84012 1.28401  0.109
H 8.12501 5.44373 1.11193  0.118
H 10.46184 3.91604 -0.13801  0.063
H 9.24514 4.86934 -0.98997  0.080
H 8.78577 3.35854 -0.18193  0.085
H 11.69772 4.12562 5.40502  0.103
H 10.69162 3.04258 6.34842  0.115
H 9.63516 5.69212 5.25295  0.074
H 10.30666 5.50194 6.88222  0.076
H 8.84673 4.62343 6.39996  0.072
H 10.91128 1.74210 0.44140  0.102
H 11.20618 0.44428 1.58285  0.121
H 12.82969 3.03209 1.38490  0.071
H 13.36106 1.41471 0.91609  0.083
H 13.06462 1.79562 2.62351  0.087
O 3.79220 -5.51714 -3.86116  -0.102
C 3.00446 -4.82269 -3.14074  -0.385
C 3.46114 -4.98349 -1.47468  -0.368
O 2.66628 -4.29775 -0.73648  -0.150
H 1.92848 -5.10394 -3.12831  0.098
H 3.00458 -3.72020 -3.28627  0.101
H 4.53121 -4.69526 -1.47177  0.100
H 3.48464 -6.07939 -1.31503  0.102
Na -1.17464 3.55365 -1.06176  0.092
Be -3.10943 3.74687 -3.43947  0.245
O -8.28235 -1.04626 -8.19617  -0.215
P -7.62369 -1.95629 -7.16034  -0.092
O -6.08570 -1.86632 -7.26767  -0.345
O -8.11349 -3.37973 -7.42426  -0.194
O -8.04555 -1.54135 -5.74334  -0.276

The following is a DFT calculation (ωB97M-V with the def2-TZVPD basis set) of C34H63F3N4O5Si2 as an isolated structure.

Results
Multiplicity: 1
Gap between HOMO and LUMO: 0.3262 hartree
LUMO: 0.492 eV
Calculated total energy: -76385.36622 eV

Last column: Löwdin charge in e.
Positions of all 111 atoms, in Å:
C -5.40184 -3.73392 3.64651  0.107
C -4.50226 -3.55260 4.38337  -0.164
C -3.36923 -3.24628 5.24475  -0.199
C -2.18382 -2.70285 4.41091  -0.225
C -1.25645 -1.78095 5.22890  -0.192
Si -0.77384 -0.30912 4.18143  0.387
C -2.25211 0.89404 4.16260  -0.134
O -2.95511 0.85566 2.89806  -0.009
C -4.29030 0.98495 2.98431  -0.645
F -4.87834 -0.05912 3.65534  0.124
F -4.80645 1.02604 1.72049  0.142
F -4.67555 2.13122 3.64311  0.123
O 0.50923 0.55410 4.75884  -0.183
C 0.46924 0.81742 6.15672  -0.208
C 0.88302 2.25847 6.48055  -0.326
C 1.89850 2.80107 5.49053  -0.051
C 1.29895 2.34364 7.96034  -0.392
C 2.27159 3.49243 8.24708  -0.078
C 0.06969 2.49680 8.86238  -0.070
O -0.54164 -0.76881 2.62980  -0.177
Si 0.94873 -1.23675 2.02475  0.435
C 2.13537 -1.91486 3.32076  -0.222
O 1.59811 -3.00839 4.04612  -0.209
O 2.70568 -3.60621 4.75629  -0.023
N 0.67315 -2.41659 0.81362  0.099
C 1.07209 -3.61875 0.88089  -0.450
C 0.24178 -4.73951 1.44400  -0.026
C 2.38553 -4.06095 0.29559  -0.028
C 1.69203 0.27542 1.21543  -0.354
C 3.10171 -0.02056 0.66479  -0.092
C 0.72223 0.62571 0.05910  -0.245
C 0.44336 2.11944 -0.06064  -0.240
C -0.24605 2.71312 1.18285  -0.083
H -6.18055 -3.87468 2.94063  0.024
H -3.07509 -4.17449 5.72619  0.116
H -3.68230 -2.51082 5.97734  0.110
H -1.60323 -3.55524 4.08080  0.100
H -2.60094 -2.19432 3.55092  0.095
H -1.82076 -1.40376 6.08002  0.072
H -0.41179 -2.32401 5.63871  0.080
H -2.92702 0.70374 4.99058  0.098
H -1.86804 1.90358 4.29286  0.098
H 1.13116 0.13043 6.68041  0.130
H -0.53535 0.67344 6.55707  0.113
H -0.02177 2.86210 6.40676  0.131
H 1.99850 3.87367 5.58958  0.077
H 1.59824 2.59855 4.47167  0.066
H 2.86961 2.34579 5.66274  0.089
H 1.80207 1.42494 8.26054  0.130
H 2.41203 3.57269 9.31864  0.072
H 1.84543 4.43200 7.91035  0.085
H 3.22937 3.32985 7.77185  0.072
H -0.67091 3.15964 8.42797  0.079
H -0.39360 1.54636 9.10581  0.075
H 0.35616 2.94240 9.80978  0.069
H 3.01292 -2.26537 2.77397  0.085
H 2.49688 -1.15002 4.00547  0.095
H 2.51777 -4.54613 4.65265  0.092
H 0.86205 -5.28924 2.14591  0.077
H -0.10669 -5.41434 0.67143  0.087
H -0.57892 -4.31276 2.00510  0.068
H 3.03118 -3.20822 0.13947  0.071
H 2.87414 -4.80123 0.92138  0.080
H 2.16987 -4.54592 -0.65363  0.090
H 1.72621 1.09986 1.92175  0.098
H 3.67679 -0.67559 1.31299  0.052
H 3.02906 -0.50605 -0.29976  0.068
H 3.64202 0.91045 0.53041  0.075
H -0.24298 0.14608 0.22424  0.095
H 1.10813 0.27062 -0.88156  0.051
H -0.23959 2.24554 -0.89780  0.087
H 1.33864 2.66923 -0.33200  0.105
H 0.24427 3.62987 1.49015  0.068
H -1.28123 2.94268 0.96106  0.069
H -0.24343 2.01452 2.01057  0.042
C -1.94168 2.04243 -4.84629  -0.103
C -1.83343 0.53379 -5.04136  -0.259
C -1.33257 -0.19421 -3.78917  -0.173
C 0.00449 0.26049 -3.41980  -0.228
N 1.04861 0.62515 -3.13743  0.172
H -0.96866 2.48692 -4.63048  0.070
H -2.32669 2.51604 -5.74951  0.067
H -2.61650 2.28850 -4.02412  0.076
H -1.16740 0.32086 -5.87059  0.064
H -2.80990 0.12997 -5.31083  0.112
H -1.28793 -1.26949 -3.96340  0.120
H -2.00212 -0.02087 -2.94469  0.122
C 2.19315 -2.77766 -8.53358  -0.106
C 2.30028 -1.28279 -8.81669  -0.267
C 1.46381 -0.41819 -7.86936  -0.181
C 0.03901 -0.71498 -7.99538  -0.251
N -1.07770 -0.92915 -8.10701  0.160
H 1.16944 -3.13426 -8.65909  0.070
H 2.82268 -3.33997 -9.22237  0.072
H 2.51274 -3.01449 -7.51641  0.074
H 1.98558 -1.07831 -9.83612  0.063
H 3.34290 -0.97382 -8.73351  0.113
H 1.60240 0.63736 -8.10626  0.107
H 1.76269 -0.56988 -6.82997  0.121
C -0.55076 3.03192 -9.33407  -0.108
C -0.98385 2.92482 -10.79205  -0.254
C -0.80247 1.51187 -11.35889  -0.181
C 0.59621 1.09566 -11.31175  -0.222
N 1.68058 0.74309 -11.25644  0.167
H 0.51327 2.81769 -9.22064  0.065
H -0.72400 4.03850 -8.95496  0.073
H -1.10876 2.33363 -8.70675  0.067
H -0.41674 3.63490 -11.39609  0.111
H -2.03589 3.19862 -10.88112  0.108
H -1.13805 1.46294 -12.39478  0.118
H -1.38808 0.79378 -10.78167  0.115

- Which of these has the lowest gap between HOMO and LUMO?
  C34H63BBeN6NaO15P2S2